No. 1
C3H5NO2 | ωB97M-V/def2-TZVPD

Geometry (Å):
C -0.4041 -1.6557 -0.1524
N -0.3103 -0.2318 -0.1007
C 0.6193 0.4991 0.4796
O 1.5123 0.1241 1.2322
C 0.2929 2.0637 -0.0626
O -0.4889 2.4235 -0.9206
H 0.4029 -2.0835 0.4434
H -1.3709 -1.9677 0.2421
H -0.3119 -1.9842 -1.1909
H -0.9277 0.3541 -0.6352
H 0.9863 2.4583 0.6650

energy above the lowest of the compared OMol25 structures with the same formula, charge and spin: 170.0 kJ/mol
total charge: 0

No. 2
C46H44BN9OPReSTe | ωB97M-V/def2-TZVPD

Geometry (Å):
Re -0.2192 0.2930 -0.2845
C -1.6893 3.6425 -1.3542
C -2.2155 2.8282 -0.2328
C -3.1928 3.2320 0.6777
C -3.3660 2.1676 1.5320
N -2.5522 1.1749 1.1404
N -1.8295 1.5769 0.0637
B -2.4624 -0.2196 1.8267
N -1.1947 -0.1345 2.7509
C -1.2064 0.3581 3.9854
C 0.0966 0.6495 4.3805
C 0.8895 0.3149 3.3008
C 2.3586 0.3717 3.1167
N 0.0851 -0.1582 2.3022
N -2.4017 -1.3152 0.7727
C -3.0899 -2.4718 0.8019
C -2.9257 -3.1045 -0.4068
C -2.0959 -2.2608 -1.1522
C -1.6219 -2.4618 -2.5413
N -1.7803 -1.1931 -0.4209
N -3.7010 -0.4178 2.6402
C -4.9712 -0.3278 2.1532
C -5.8326 -0.6422 3.1646
C -4.9987 -0.9420 4.2686
C -5.4181 -1.3761 5.6189
N -3.7319 -0.7984 3.9294
H -1.9706 4.6797 -1.1995
H -2.1353 3.3190 -2.2970
H -0.6013 3.5715 -1.4187
H -3.7059 4.1687 0.6971
H -3.9962 2.0615 2.3915
H -2.1362 0.4574 4.5104
H 0.4158 1.0471 5.3208
H 2.8304 -0.5361 3.5008
H 2.7777 1.2187 3.6599
H 2.6078 0.4784 2.0613
H -3.6470 -2.7718 1.6650
H -3.3422 -4.0403 -0.7157
H -2.4722 -2.5959 -3.2124
H -1.0094 -3.3621 -2.5954
H -1.0311 -1.6040 -2.8643
H -5.1578 -0.0411 1.1391
H -6.9005 -0.6559 3.1423
H -6.1071 -0.6498 6.0478
H -4.5548 -1.4925 6.2683
H -5.9422 -2.3294 5.5516
C 7.2912 0.0006 -0.5015
C 6.4785 0.6675 0.4062
C 5.1604 0.9326 0.1007
C 4.6308 0.5579 -1.1436
C 5.4554 -0.1441 -2.0383
C 6.7702 -0.4159 -1.7197
P 2.9319 0.8429 -1.6392
C 2.0160 -1.9890 -0.5839
C 1.8936 -2.2331 -1.9554
C 2.6016 -3.2583 -2.5468
C 3.4196 -4.0831 -1.7868
C 3.5545 -3.8483 -0.4282
C 2.8907 -2.7907 0.1652
C 2.3642 2.0916 -0.4828
C 3.1689 3.2120 -0.2293
C 2.7438 4.1879 0.6434
C 1.5497 4.0101 1.3294
C 0.7622 2.8987 1.0826
C 1.0927 1.9286 0.1265
H 8.3235 -0.2003 -0.2560
H 6.8785 0.9715 1.3609
H 4.5352 1.4252 0.8295
H 5.0542 -0.4615 -2.9894
H 7.4006 -0.9490 -2.4155
H 1.2057 -1.6349 -2.5324
H 2.4914 -3.4296 -3.6074
H 3.9396 -4.9043 -2.2520
H 4.1775 -4.4872 0.1759
H 3.0590 -2.5752 1.2130
H 4.1136 3.3138 -0.7471
H 3.3231 5.0853 0.7853
H 1.2228 4.7465 2.0476
H -0.1578 2.8171 1.6506
O -0.1927 -2.6249 1.4014
S 0.8908 -1.7059 1.5671
N 1.2045 -1.0519 0.0483
Te 0.1629 1.2516 -2.8579
C -1.8094 1.2655 -3.7099
C -1.9593 1.8782 -4.9521
C -3.2043 1.9073 -5.5598
C -4.2994 1.3319 -4.9335
C -4.1494 0.7393 -3.6902
C -2.9091 0.7059 -3.0745
C 0.8680 0.0099 -4.4670
C 2.1887 0.1839 -4.8717
C 2.6754 -0.4811 -5.9829
C 1.8434 -1.3247 -6.7026
C 0.5154 -1.4634 -6.3339
C 0.0230 -0.7912 -5.2266
H -1.0974 2.3219 -5.4376
H -3.3225 2.3773 -6.5241
H -5.2655 1.3490 -5.4140
H -5.0003 0.2940 -3.2002
H -2.8022 0.2385 -2.1054
H 2.8325 0.8541 -4.3177
H 3.6975 -0.3306 -6.2976
H 2.2196 -1.8508 -7.5655
H -0.1473 -2.0872 -6.9153
H -1.0225 -0.8886 -4.9722

energy above the lowest of the compared OMol25 structures with the same formula, charge and spin: 123.9 kJ/mol
total charge: +2

Question: Number 2 is which compound?
Answer: C46H44BN9OPReSTe